Record 1
23
Properties=species:S:1:pos:R:3:forces:R:3:lowdin_charge:R:1 method="wB97M-V/def2-TZVPD" charge=+1 e_above_lowest_kj_mol=0.06 e_lumo_ev="-3.68 / -3.95" s2=6.00 multiplicity=5 orbital_gap_ev="6.081 / 6.384" homo_energy_ev="-9.764 / -10.334"
C 2.89255 1.40200 -0.72384 0.992 0.398 -0.466 -0.095
O 1.84667 0.50642 -0.44560 0.950 0.186 -1.422 -0.552
C 2.27038 -0.83025 0.00667 -0.457 -0.284 1.838 -0.219
C 1.19500 -1.76158 -0.32534 1.884 -0.747 -2.047 -0.244
O -0.15310 -1.44348 0.24436 -0.396 -0.142 -0.476 -0.323
C -1.27274 -1.81485 -0.53385 -0.443 -0.501 -0.377 -0.184
C -2.39710 -0.85683 -0.21944 -0.503 -0.704 -0.020 -0.177
O -1.89369 0.46554 -0.38782 -0.694 -0.038 -0.704 -0.418
C -2.89571 1.47032 -0.34339 -0.572 0.335 -0.125 -0.065
Nd 0.07933 0.83380 0.72078 0.292 1.128 2.360 1.727
H 2.46450 2.36805 -1.02488 -0.007 -0.187 0.023 0.090
H 3.51964 1.55616 0.16995 -0.090 -0.158 -0.339 0.104
H 3.49513 1.00151 -1.55376 -0.075 0.199 0.397 0.111
H 2.41165 -0.75667 1.10514 0.317 0.199 -0.016 0.056
H 1.41411 -2.78885 -0.00851 0.065 0.369 0.018 0.132
H -1.58774 -2.84217 -0.29538 0.044 0.232 -0.114 0.150
H -1.02447 -1.76246 -1.60608 -0.010 -0.011 0.295 0.144
H -2.74844 -0.97559 0.81851 0.021 0.020 -0.213 0.145
H -3.24135 -1.02590 -0.90387 0.169 0.046 0.193 0.151
H -2.41965 2.45570 -0.38187 0.077 -0.173 -0.005 0.095
H -3.53229 1.37651 -1.23385 -0.028 0.052 0.386 0.117
H -3.46865 1.39146 0.59241 -0.041 -0.003 -0.348 0.112
H 1.27452 -1.73083 -1.46595 -1.495 -0.216 1.164 0.145

***

Record 2
91
Properties=species:S:1:pos:R:3:forces:R:3:lowdin_charge:R:1 method="wB97M-V/def2-TZVPD" e_lumo_ev=0.38 smiles="O=[PH2][C@H]1OC(=O)O[C@@H]1C(F)(F)C(F)F.COC(=O)OC.COC(=O)OC.COC(=O)OC.COC(=O)OC.COC(=O)OC.COC(=O)OC" orbital_gap_ev=11.012 homo_energy_ev=-10.635
O 6.78342 -2.02006 -4.35398 -0.140 -0.137 -0.163 -0.391
P 6.21122 -2.77733 -5.48758 0.108 0.223 0.258 0.762
C 4.36002 -2.75238 -5.58982 0.022 0.070 -0.049 -0.323
O 3.84806 -3.85089 -4.82124 0.268 0.239 0.183 0.028
C 3.70656 -3.40060 -3.52644 -0.109 0.368 -0.550 -0.537
O 3.62551 -4.09415 -2.58526 -0.154 -0.331 0.503 0.214
O 3.65207 -2.04159 -3.51648 0.077 -0.091 -0.217 0.114
C 3.75827 -1.55106 -4.84738 -0.153 -0.102 -0.239 -0.167
C 2.38278 -1.11350 -5.38344 0.269 0.065 0.127 -0.407
F 2.02590 0.01440 -4.72782 -0.056 -0.087 -0.164 0.138
F 2.55982 -0.80281 -6.69990 -0.002 -0.007 0.081 0.116
C 1.22571 -2.12650 -5.29860 0.094 -0.022 0.003 -0.290
F 0.18601 -1.64132 -6.00266 -0.075 0.026 -0.092 0.111
F 0.83806 -2.25239 -4.01154 0.093 -0.072 0.040 0.113
H 6.60680 -2.34269 -6.76764 -0.060 -0.036 -0.056 0.020
H 6.43385 -4.16420 -5.51278 0.033 -0.025 -0.071 0.035
H 4.07236 -2.85089 -6.64248 -0.227 0.001 0.256 0.141
H 4.38642 -0.65668 -4.86636 0.036 -0.159 0.122 0.175
H 1.50551 -3.11055 -5.69003 -0.040 0.094 0.009 0.173
C 4.40043 -10.32463 -2.16448 -0.009 -0.059 -0.010 -0.044
O 4.02156 -9.52090 -1.04502 0.002 0.030 0.014 0.000
C 4.45183 -8.25737 -1.10567 -0.013 0.007 0.002 -0.624
O 5.10506 -7.78410 -1.99971 -0.007 -0.013 0.027 0.121
O 4.03592 -7.62327 -0.01400 -0.001 -0.039 -0.022 0.006
C 4.40580 -6.23799 0.04801 0.011 0.075 0.015 -0.025
H 3.98406 -11.30903 -1.97307 -0.006 0.014 0.018 0.092
H 3.99061 -9.91567 -3.08628 0.021 0.020 -0.002 0.096
H 5.48435 -10.38388 -2.24499 0.001 0.026 -0.014 0.096
H 3.97592 -5.68751 -0.78471 0.026 -0.022 -0.018 0.072
H 5.48929 -6.13471 0.03378 0.001 -0.007 -0.025 0.099
H 4.00733 -5.87104 0.98884 -0.012 -0.040 0.003 0.094
C 0.59779 0.17486 -1.55282 0.092 -0.101 0.062 -0.023
O -0.82630 0.10013 -1.39172 -0.023 -0.010 -0.044 -0.020
C -1.49803 1.08886 -1.97799 -0.113 0.116 0.066 -0.619
O -1.02204 1.97942 -2.63177 0.019 -0.057 -0.037 0.135
O -2.79623 0.93891 -1.69702 0.145 -0.163 0.012 0.005
C -3.63370 1.96608 -2.23997 0.039 0.017 0.046 -0.033
H 1.00037 -0.68289 -1.02269 -0.041 0.005 0.027 0.100
H 0.86222 0.12658 -2.60440 -0.012 0.050 -0.022 0.071
H 0.98247 1.09402 -1.11451 -0.022 0.021 -0.024 0.102
H -3.56641 1.97952 -3.32616 0.003 -0.039 -0.053 0.104
H -3.34648 2.94106 -1.84737 0.168 -0.509 -0.168 0.067
H -4.64383 1.71701 -1.92873 -0.044 -0.075 -0.008 0.106
C -1.29248 0.60745 1.62444 -0.071 0.044 -0.066 -0.020
O -0.84464 0.47485 2.98216 0.052 -0.035 -0.043 -0.019
C 0.40236 0.01641 3.10172 -0.029 0.098 0.010 -0.614
O 1.13093 -0.29816 2.19911 -0.023 -0.016 0.023 0.135
O 0.70115 -0.02451 4.40192 0.025 -0.053 -0.020 -0.021
C 2.03599 -0.45957 4.68727 0.039 0.001 0.062 -0.029
H -2.30018 1.01085 1.67845 0.003 -0.012 0.025 0.086
H -0.64629 1.29553 1.08333 0.021 -0.030 -0.007 0.102
H -1.30687 -0.35522 1.12081 0.057 0.001 0.018 0.101
H 2.75925 0.21106 4.22744 -0.008 -0.012 -0.032 0.100
H 2.19203 -1.47387 4.32566 0.005 0.012 -0.034 0.097
H 2.12850 -0.42828 5.76883 -0.023 0.005 -0.005 0.095
C -3.73305 1.32256 4.37980 0.085 0.011 0.072 -0.020
O -4.74956 1.97733 3.61133 -0.013 -0.039 -0.054 -0.002
C -5.96465 1.97328 4.15749 0.052 0.028 -0.007 -0.620
O -6.24939 1.59230 5.26153 0.003 -0.020 -0.067 0.133
O -6.81201 2.47576 3.25711 -0.053 0.082 0.005 -0.019
C -8.16465 2.60208 3.70904 -0.055 -0.019 -0.005 -0.031
H -2.81008 1.46496 3.83079 0.002 0.008 0.039 0.065
H -3.64948 1.75719 5.37444 -0.086 0.014 -0.007 0.097
H -3.95261 0.25966 4.46401 -0.016 -0.002 0.031 0.108
H -8.22218 3.28341 4.55569 0.014 -0.021 0.023 0.099
H -8.56373 1.63086 3.99445 0.016 0.004 0.027 0.097
H -8.71879 3.00285 2.86577 0.023 0.001 -0.005 0.094
C -0.28705 2.99833 5.80462 -0.120 -0.102 0.025 -0.030
O 0.79075 3.74896 6.37770 0.029 0.065 -0.036 0.009
C 1.73270 4.09436 5.50215 0.007 -0.016 0.019 -0.623
O 1.74760 3.80995 4.33179 0.006 -0.003 0.026 0.122
O 2.66104 4.80728 6.14111 -0.033 -0.024 -0.005 0.003
C 3.73912 5.24802 5.30942 0.056 0.033 0.012 -0.038
H -0.95479 2.75916 6.62741 0.045 0.047 0.040 0.096
H -0.81382 3.59375 5.06030 0.040 0.007 -0.026 0.101
H 0.08373 2.08413 5.34887 -0.022 0.010 -0.037 0.075
H 3.36922 5.88818 4.51088 -0.010 -0.024 -0.015 0.097
H 4.26285 4.39692 4.87828 -0.021 -0.003 -0.020 0.096
H 4.40284 5.80652 5.96224 -0.019 -0.008 0.014 0.093
C -4.73347 5.30797 -3.85637 0.009 0.034 -0.113 -0.029
O -5.52066 4.86809 -2.74462 0.069 -0.070 0.126 0.007
C -4.82267 4.67459 -1.62387 -0.355 0.284 0.062 -0.653
O -3.63609 4.83506 -1.49973 -0.067 0.500 0.103 0.100
O -5.65905 4.26160 -0.67372 0.102 0.037 -0.145 0.010
C -5.03279 4.00509 0.59049 -0.032 -0.088 0.166 -0.017
H -5.42947 5.41882 -4.68224 -0.013 -0.012 0.023 0.095
H -4.25707 6.26097 -3.63461 0.020 -0.018 0.020 0.099
H -3.97124 4.57064 -4.10160 0.027 0.015 0.019 0.094
H -4.57497 4.91110 0.98291 0.024 0.011 -0.044 0.104
H -4.27475 3.23046 0.48762 0.019 0.015 0.008 0.091
H -5.82184 3.66296 1.25227 0.007 -0.005 -0.034 0.080

***

Record 3
8
Properties=species:S:1:pos:R:3:forces:R:3:lowdin_charge:R:1 method="wB97M-V/def2-TZVPD" e_above_lowest_kj_mol=300.77 e_lumo_ev=-0.72 smiles=C#CCOBr orbital_gap_ev=9.390 homo_energy_ev=-10.107
C 0.34704 0.24519 -2.10504 0.239 -0.343 1.495 0.122
C 0.09708 0.20187 -0.92090 -0.126 0.167 -0.953 -0.099
C -0.04729 0.18821 0.53535 -2.035 1.296 0.209 -0.370
O -0.37214 -1.14367 0.94153 0.012 0.215 0.656 -0.639
Br -0.96952 -1.24763 2.69727 0.390 0.200 -0.856 0.738
H 0.85415 0.16381 -3.03758 -0.381 0.161 -0.221 0.030
H -0.75361 0.97128 0.99481 0.127 -1.279 -1.205 0.124
H 0.84430 0.62093 0.89456 1.774 -0.418 0.876 0.093

***

Record 4
14
Properties=species:S:1:pos:R:3:forces:R:3:lowdin_charge:R:1 method="wB97M-V/def2-TZVPD" e_above_lowest_kj_mol=468.81 e_lumo_ev=0.59 orbital_gap_ev=8.499 homo_energy_ev=-7.909
C -1.75714 0.21913 0.64201 -0.005 0.190 0.178 -0.023
C -0.43443 -0.16603 0.27982 -0.103 -0.147 -0.151 -0.270
C -0.56186 -1.35440 -0.47163 0.114 -0.019 0.209 -0.187
O 0.57586 -1.47655 -1.29312 0.031 0.045 -0.061 -0.019
C 1.38892 -0.45987 -0.90723 0.112 0.150 0.100 -0.059
C 0.90174 0.31363 0.11089 -0.067 -0.191 -0.159 -0.272
N 1.49667 1.40582 0.75142 -0.014 0.110 -0.114 0.091
H -1.99332 0.67236 1.60876 0.063 -0.050 -0.176 0.053
H -1.92726 -1.05495 -0.31435 -0.035 0.061 -0.055 0.184
H -2.37254 0.60214 -0.16866 0.091 -0.156 0.084 0.055
H -0.71936 -2.28982 0.06428 -0.072 0.115 -0.026 0.140
H 2.29178 -0.33846 -1.49383 -0.124 0.014 0.089 0.131
H 0.82645 2.14012 0.94890 0.080 -0.083 0.001 0.089
H 2.28450 1.78688 0.24273 -0.071 -0.039 0.081 0.087

***

Record 5
10
Properties=species:S:1:pos:R:3:forces:R:3:lowdin_charge:R:1 method="wB97M-V/def2-TZVPD" e_above_lowest_kj_mol=105.78 e_lumo_ev=0.42 orbital_gap_ev=9.968 homo_energy_ev=-9.547
C -0.77534 -0.51733 -0.94736 -0.394 0.250 1.734 -0.085
C 2.84865 0.91477 -0.29015 -0.303 -2.137 0.902 -0.586
C -0.03768 0.47582 -0.48517 4.329 -1.040 -0.524 -0.696
C 1.86693 0.01830 -0.36888 -3.645 2.055 -0.343 -0.747
Cl -0.44201 2.09270 -0.15232 0.067 -0.126 0.050 0.664
Cl 1.96392 -1.63891 -0.36991 0.639 -1.078 -0.068 0.717
Br 4.65179 0.23949 0.05970 -1.107 0.939 -0.361 0.613
H -1.87122 -0.39132 -0.83403 0.740 -0.391 -0.706 0.080
H -0.25123 -1.48931 -0.97591 -0.910 0.567 -0.460 0.008
H 2.52910 1.89815 -0.03990 0.583 0.960 -0.224 0.032

***

Record 6
19
Properties=species:S:1:pos:R:3:forces:R:3:lowdin_charge:R:1 method="wB97M-V/def2-TZVPD" e_above_lowest_kj_mol=487.34 e_lumo_ev=0.89 orbital_gap_ev=10.311 homo_energy_ev=-9.418
C 1.19633 -0.95197 -1.50666 -0.021 -0.028 0.008 -0.098
C 1.18180 -0.34506 -0.11469 0.334 0.129 -0.342 -0.363
C 0.50399 1.08839 -0.11601 0.026 0.139 -0.132 -0.109
C -0.37287 1.07858 1.16713 -0.001 0.026 0.043 -0.333
C -1.79889 1.58653 1.00736 -0.043 -0.004 -0.009 -0.064
C -0.14938 -0.37167 1.22034 0.166 -0.462 0.040 -0.042
C 0.47470 -1.42726 0.93246 -0.345 0.535 0.270 0.005
H 0.17489 -1.11154 -1.86834 0.129 0.024 0.069 0.081
H 1.70372 -0.26759 -2.20088 -0.072 -0.076 0.099 0.083
H 1.71337 -1.91468 -1.50825 -0.075 0.144 0.008 0.078
H 2.19704 -0.26131 0.28153 -0.155 -0.028 -0.028 0.128
H 1.23876 1.89802 -0.14937 -0.102 -0.123 0.007 0.119
H -0.15026 1.17005 -0.99099 0.098 -0.023 0.135 0.117
H 0.12551 1.58583 2.00144 -0.066 -0.078 -0.110 0.143
H -2.29882 1.08317 0.17366 0.084 0.057 0.114 0.085
H -1.78974 2.66381 0.80945 -0.002 -0.153 0.022 0.082
H -2.38617 1.41409 1.91478 0.092 0.024 -0.127 0.080
H -0.56402 -3.32801 -0.21072 -0.035 -0.119 -0.081 -0.019
H -0.85577 -3.83988 -0.67069 -0.012 0.017 0.014 0.027